1.
Entry from the Open Molecules 2025 dataset: a structure of composition C12H14MoN2P at a distorted geometry (ωB97M-V/def2-TZVPD).

⟨S²⟩: 2.032
HOMO-LUMO gap (spin up / spin down) in Eh: 0.2707 / 0.2507
E_LUMO (spin up / spin down) in eV: -3.535 / -3.742
Energy in eV: -26787.370

The geometry in ORCA input format:
```
! RIJCOSX wB97M-V def2-TZVPD def2/J DEFGRID3
* xyz 1 3
C -1.13748 0.50327 -3.36171
C 0.26137 0.20894 -3.54227
C 1.04832 1.24909 -2.96972
C 0.17548 2.22262 -2.40494
C -1.19424 1.82396 -2.60498
Mo -0.82283 0.14258 -1.23639
P -1.97490 -1.90237 -1.31762
H -1.99118 0.08323 -3.88101
H 0.61985 -0.67162 -4.06388
H 2.13146 1.23957 -2.86371
H -2.08757 2.42408 -2.48760
H 0.45094 3.14961 -1.91233
H -1.45628 -2.99358 -0.55314
H -2.20602 -2.61024 -2.53721
H -3.31039 -1.88491 -0.80293
N 2.03418 1.18057 1.71857
C 1.50353 1.26055 0.48386
N 0.45321 0.43200 0.38792
C 0.30376 -0.21496 1.63293
C -0.61599 -1.17166 2.04877
C -0.48022 -1.65491 3.35977
C 0.53343 -1.17773 4.20820
C 1.44978 -0.20674 3.77273
C 1.30281 0.25315 2.47435
H 2.84316 1.71306 2.04024
H 1.87804 1.91220 -0.29819
H -1.38910 -1.51144 1.35980
H -1.17008 -2.41168 3.73627
H 0.59582 -1.57742 5.22025
H 2.25115 0.19080 4.39397
*
```

Mulliken population analysis, charges in e, atoms 1 to 6: C -0.80; C -0.27; C -0.36; C -0.69; C -0.40; Mo 0.96

---

2.
Entry from the Open Molecules 2025 dataset: an isolated molecule of C12H14N2O at a distorted geometry (ωB97M-V/def2-TZVPD).

Structure (SMILES): CC(C)[C@](C#N)(C(N)=O)c1ccccc1
HOMO-LUMO gap in Eh: 0.3575
Energy relative to the best compared isomer or geometry (same formula, charge and spin) in eV: 2.646
E_LUMO in eV: 0.600
Energy in eV: -17697.225

The geometry in ORCA input format:
```
! RIJCOSX wB97M-V def2-TZVPD def2/J DEFGRID3
* xyz 0 1
C 2.88261 0.69509 -0.32841
C 1.39232 0.80983 -0.36137
C 0.97274 2.13029 0.26028
C 0.64155 -0.40242 0.23886
C 1.18206 -0.67245 1.57228
N 1.61268 -0.88900 2.60735
C 1.17884 -1.87222 -0.62733
N 0.67102 -3.02942 -0.13720
O 1.80312 -1.85966 -1.65373
C -0.80776 -0.52065 0.14627
C -1.52530 -1.17620 1.17153
C -2.94692 -1.22378 1.12011
C -3.60239 -0.57502 0.07094
C -2.87358 0.01626 -0.95658
C -1.49446 0.07265 -0.88850
H 3.46163 1.39218 0.38380
H 3.56937 0.77729 -1.25863
H 3.21778 -0.33282 0.02826
H 1.06336 0.93198 -1.33055
H 0.90804 2.07278 1.37958
H 0.08325 2.60657 -0.33308
H 1.89423 2.67393 0.06917
H 0.11389 -3.02906 0.61707
H 1.00903 -3.92683 -0.57035
H -1.11657 -1.56986 2.06959
H -3.44198 -2.00072 1.70559
H -4.71747 -0.70634 0.03549
H -3.41857 0.40222 -1.82255
H -0.88676 0.43978 -1.64528
*
```

Mulliken population analysis, charges in e, atoms 1 to 6: C -1.34; C 0.27; C -1.52; C 1.41; C 0.04; N -0.62

---

3.
Entry from the Open Molecules 2025 dataset: an isolated molecule of C12H14N2O4 at a distorted geometry (ωB97M-V/def2-TZVPD).

Structure (SMILES): COC(=O)CCC(=O)Nc1ccccc1C(N)=O
HOMO-LUMO gap in Eh: 0.3283
Energy relative to the best compared isomer or geometry (same formula, charge and spin) in eV: 13.057
E_LUMO in eV: 0.000
Energy in eV: -23828.445

The geometry in ORCA input format:
```
! RIJCOSX wB97M-V def2-TZVPD def2/J DEFGRID3
* xyz 0 1
C -3.63132 -1.25584 2.07858
O -3.75329 -0.53980 0.73850
C -2.77484 -0.37275 0.14186
O -1.80756 -1.06900 0.41375
C -2.96264 0.73632 -1.14067
C -1.75590 0.87098 -1.99919
C -0.51534 1.31556 -1.04731
O -0.71969 2.58442 -0.38112
N 0.43583 0.65476 -1.15613
C 1.70482 0.46470 -0.36221
C 2.09763 1.94127 0.35850
C 3.22144 1.91124 0.94924
C 3.95691 0.77572 1.38045
C 3.68340 -0.55346 0.73619
C 2.43334 -0.55057 0.03070
C 2.26048 -1.74332 -0.66438
N 0.79689 -2.21966 -0.68472
O 2.98642 -2.53848 -0.92295
H -4.46470 -1.17637 2.53473
H -3.38043 -2.18875 1.61439
H -2.78445 -1.01238 2.60437
H -3.80710 0.52453 -1.64358
H -3.19076 1.65390 -0.67825
H -1.53958 -0.14801 -2.25224
H -1.86549 1.54070 -2.61564
H 0.50104 -0.15007 -1.59625
H 1.47680 2.54315 0.17001
H 3.60043 2.89390 1.50717
H 4.93597 1.03999 1.58863
H 4.19088 -1.22689 0.97293
H 0.02731 -1.64890 0.11842
H 0.64351 -3.05689 -0.79379
*
```

Mulliken population analysis, charges in e, atoms 1 to 6: C -0.84; O -0.28; C 0.75; O -0.75; C -0.91; C -1.02

---

4.
Entry from the Open Molecules 2025 dataset: a structure of composition C12H14N2PZr at a distorted geometry (ωB97M-V/def2-TZVPD).

HOMO-LUMO gap in Eh: 0.2482
E_LUMO in eV: -3.760
Energy in eV: -26210.824

The geometry in ORCA input format:
```
! RIJCOSX wB97M-V def2-TZVPD def2/J DEFGRID3
* xyz 1 1
C 0.59468 2.17575 -1.47616
C 1.42485 2.10083 -2.59412
C 2.80803 1.72640 -2.43418
C 3.31865 1.53805 -1.11081
C 2.44384 1.61436 -0.02999
Zr 1.38466 0.20419 -1.25701
P -0.87711 -0.44311 -2.66025
H -0.38137 2.64821 -1.43890
H 1.07698 2.29626 -3.62124
H 3.46790 1.62168 -3.30723
H 2.73322 1.64983 1.01771
H 4.39869 1.31290 -1.00514
H -1.29569 -1.78482 -2.89236
H -1.03581 0.01399 -3.99717
H -2.11975 0.03437 -2.15544
N -0.98921 0.83537 2.34082
C -0.21707 1.14047 1.28103
N 0.01968 0.04698 0.54756
C -0.71142 -1.01299 1.13375
C -0.82902 -2.35662 0.77019
C -1.54397 -3.19118 1.64657
C -2.10688 -2.69668 2.83919
C -2.00443 -1.33510 3.17337
C -1.32192 -0.52491 2.27919
H -1.28598 1.48723 3.06399
H 0.14754 2.13196 1.05306
H -0.37288 -2.68652 -0.16424
H -1.67015 -4.24758 1.40931
H -2.63185 -3.39270 3.50117
H -2.42420 -0.90662 4.08732
*
```

Mulliken population analysis, charges in e, atoms 1 to 6: C -0.45; C -0.54; C -0.39; C -0.52; C -0.34; Zr 1.24

---

- What is the formula in the first record?
  C12H14MoN2P